1.
Computed, not measured: a cluster of 8 separate species, C52H61BF24N2O19 in total at a distorted geometry, with wB97M-V/def2-TZVPD.

Last column: Mulliken charge in e.
Element x y z (Å)
1 C 0.370 0.033 2.100  -0.6876
2 C -0.984 -0.009 1.223  0.1911
3 O -1.346 1.078 0.676  -0.6508
4 N -1.804 -1.253 1.036  0.1059
5 C -2.373 -1.571 2.383  -0.2976
6 C -0.843 -2.299 0.546  1.3032
7 C -1.521 -3.507 -0.259  -1.0474
8 C -1.768 -4.841 0.632  -0.5090
9 C -0.520 -5.843 0.658  -0.6074
10 C 0.735 -5.344 1.505  1.0601
11 C 2.153 -5.585 0.872  -1.0412
12 C 3.445 -5.186 1.617  0.6365
13 C 3.441 -4.495 3.030  0.4413
14 C 2.028 -4.269 3.665  -0.8859
15 C 0.707 -4.682 2.905  -0.1289
16 N -0.574 -4.445 3.601  -0.2607
17 C 4.807 -4.054 3.770  0.4559
18 O 4.758 -3.986 5.023  -0.5938
19 C 6.063 -3.767 2.848  0.3726
20 C 6.057 -4.470 1.436  0.3200
21 C 7.204 -4.299 0.389  -0.8744
22 C 8.373 -3.355 0.765  -0.5525
23 C 8.407 -2.645 2.172  0.0596
24 B 9.706 -1.678 2.420  0.4825
25 O 10.509 -1.671 3.616  -0.5546
26 O 10.057 -0.809 1.296  -0.5262
27 C 7.270 -2.851 3.247  0.2761
28 C 7.359 -2.152 4.675  -0.7745
29 C 6.946 -0.602 4.704  -0.7062
30 C 5.466 -0.283 4.206  0.7261
31 F 5.401 -0.370 2.791  -0.1848
32 F 4.494 -1.061 4.876  -0.2287
33 F 5.210 1.098 4.543  -0.3028
34 C 4.867 -5.465 0.980  -0.1542
35 O 5.135 -6.417 0.183  -0.5841
36 H 1.270 0.324 1.455  0.2668
37 H 0.216 0.820 2.934  0.3195
38 H 0.524 -0.965 2.662  0.1150
39 H -2.427 -2.682 2.634  0.0784
40 H -1.851 -1.052 3.261  0.2161
41 H -3.455 -1.171 2.378  0.0187
42 H -0.146 -1.751 -0.212  -0.4501
43 H -0.171 -2.608 1.417  -0.3077
44 H -2.579 -3.177 -0.597  0.3411
45 H -0.960 -3.753 -1.235  0.3099
46 H -2.200 -4.603 1.675  0.2460
47 H -2.623 -5.406 0.088  0.3564
48 H -0.852 -6.853 1.075  0.0903
49 H -0.141 -6.038 -0.417  0.3592
50 H 2.276 -6.063 -0.163  0.2462
51 H 1.916 -3.804 4.698  0.3087
52 H -0.622 -3.445 3.882  0.2564
53 H -0.686 -5.058 4.426  0.2772
54 H 7.159 -4.844 -0.625  0.3123
55 H 9.218 -3.179 0.006  0.3240
56 H 10.331 -0.802 4.044  0.3213
57 H 9.243 -0.281 1.101  0.3160
58 H 6.804 -2.706 5.512  0.4099
59 H 8.476 -2.190 4.982  0.3701
60 H 7.715 0.086 4.178  0.2657
61 H 6.987 -0.280 5.816  0.3603
62 C 4.196 -10.977 0.846  -1.1186
63 C 3.548 -10.572 -0.463  -0.1293
64 O 2.122 -10.745 -0.401  -0.3360
65 C 1.437 -9.763 0.219  0.3464
66 O 1.946 -8.788 0.709  -0.4781
67 C -0.062 -10.049 0.173  0.9037
68 F -0.356 -11.325 0.497  -0.2569
69 F -0.575 -9.838 -1.058  -0.2730
70 F -0.766 -9.271 1.019  -0.2527
71 H 3.911 -11.997 1.117  0.3300
72 H 5.284 -10.919 0.772  0.3751
73 H 3.872 -10.329 1.664  0.2838
74 H 3.908 -11.221 -1.265  0.3110
75 H 3.802 -9.546 -0.740  0.2678
76 C -2.208 3.722 1.214  -0.7553
77 C -2.070 4.313 2.603  -0.1837
78 O -1.623 5.677 2.535  -0.3642
79 C -2.570 6.595 2.258  0.4087
80 O -3.731 6.335 2.068  -0.5147
81 C -1.970 7.998 2.262  0.8671
82 F -0.807 8.066 1.580  -0.2518
83 F -1.704 8.427 3.515  -0.2667
84 F -2.788 8.915 1.710  -0.2315
85 H -1.273 3.826 0.658  0.2402
86 H -2.472 2.668 1.268  0.2437
87 H -2.979 4.242 0.640  0.2641
88 H -1.311 3.761 3.162  0.2414
89 H -3.003 4.239 3.168  0.3384
90 C 4.512 2.751 -2.189  -0.9712
91 C 4.859 1.513 -2.993  -0.1848
92 O 4.302 0.337 -2.383  -0.3412
93 C 2.997 0.107 -2.629  0.1645
94 O 2.297 0.817 -3.306  -0.5266
95 C 2.547 -1.189 -1.962  1.0576
96 F 2.974 -1.292 -0.686  -0.1985
97 F 3.014 -2.279 -2.606  -0.2902
98 F 1.206 -1.312 -1.926  -0.3003
99 H 4.826 2.633 -1.148  0.2840
100 H 5.000 3.633 -2.609  0.3828
101 H 3.433 2.926 -2.178  0.1916
102 H 5.942 1.377 -3.006  0.3182
103 H 4.533 1.602 -4.033  0.2925
104 C -0.640 2.070 -3.249  -0.5509
105 C -0.294 3.259 -4.123  0.2185
106 O -1.437 4.115 -4.294  -0.2461
107 C -1.698 4.962 -3.278  0.3661
108 O -1.045 5.032 -2.268  -0.5451
109 C -2.903 5.837 -3.610  0.8533
110 F -3.933 5.129 -4.121  -0.2692
111 F -2.600 6.784 -4.524  -0.2641
112 F -3.387 6.487 -2.533  -0.2056
113 H -1.505 1.536 -3.652  0.3193
114 H 0.204 1.381 -3.183  0.0813
115 H -0.906 2.388 -2.238  0.1654
116 H -0.011 2.911 -5.115  -0.1953
117 H 0.556 3.821 -3.725  0.3429
118 C -5.665 7.441 0.008  -0.7590
119 C -6.290 7.849 -1.312  -0.2638
120 O -7.719 7.700 -1.267  -0.3489
121 C -8.399 8.695 -0.660  0.3453
122 O -7.884 9.666 -0.168  -0.5095
123 C -9.901 8.431 -0.725  0.8815
124 F -10.217 7.159 -0.398  -0.2428
125 F -10.394 8.642 -1.964  -0.2505
126 F -10.604 9.222 0.107  -0.2423
127 H -5.969 6.427 0.279  0.3136
128 H -4.576 7.480 -0.053  0.1771
129 H -5.988 8.098 0.818  0.3703
130 H -5.931 7.190 -2.106  0.1805
131 H -6.016 8.870 -1.591  0.3585
132 C -8.399 2.200 3.813  -1.1771
133 C -7.017 2.470 3.250  -0.1198
134 O -6.017 1.741 3.981  -0.3051
135 C -5.876 0.440 3.652  0.3853
136 O -6.527 -0.121 2.808  -0.5212
137 C -4.755 -0.197 4.468  0.9093
138 F -4.823 0.117 5.779  -0.2742
139 F -3.535 0.204 4.042  -0.1952
140 F -4.760 -1.542 4.402  -0.2696
141 H -8.425 2.417 4.884  0.3040
142 H -9.147 2.814 3.308  0.3725
143 H -8.676 1.150 3.694  0.3260
144 H -6.776 3.530 3.362  0.2940
145 H -6.963 2.238 2.183  0.3250
146 C -3.248 2.949 -10.143  -1.1045
147 C -2.290 3.998 -9.612  -0.2184
148 O -1.456 3.450 -8.579  -0.2444
149 C -0.398 2.724 -8.996  0.2372
150 O -0.131 2.518 -10.152  -0.5263
151 C 0.422 2.245 -7.802  1.0017
152 F -0.347 1.731 -6.817  -0.2657
153 F 1.136 3.248 -7.246  -0.2595
154 F 1.308 1.286 -8.128  -0.2716
155 H -3.828 2.511 -9.327  0.2988
156 H -3.933 3.386 -10.872  0.3768
157 H -2.708 2.130 -10.625  0.3126
158 H -2.857 4.814 -9.157  0.3244
159 H -1.683 4.433 -10.410  0.3117

Properties
- SMILES = CC(=O)N(C)CCCCc1cc2c(cc1N)C(=O)c1c(ccc(B(O)O)c1CCC(F)(F)F)C2=O.CCOC(=O)C(F)(F)F.CCOC(=O)C(F)(F)F.CCOC(=O)C(F)(F)F.CCOC(=O)C(F)(F)F.CCOC(=O)C(F)(F)F.CCOC(=O)C(F)(F)F.CCOC(=O)C(F)(F)F
- net charge = 0
- HOMO level (eV) = -8.9573
- frontier orbital gap (eV) = 7.50
- E_LUMO (Ha) = -0.0537


2.
Computed, not measured: a cluster of 2 separate species, C3H10N2O2 in total, with wB97M-V/def2-TZVPD.

Last column: Mulliken charge in e.
Element x y z (Å)
1 C -2.076 1.066 -0.720  -0.9296
2 C -1.550 -0.034 0.153  0.8211
3 O -1.637 -0.108 1.351  -0.6013
4 O -0.935 -0.967 -0.590  -0.2046
5 N -0.300 -2.020 0.130  -0.4973
6 H -3.137 1.201 -0.525  0.3226
7 H -1.566 1.991 -0.462  0.2403
8 H -1.906 0.827 -1.764  0.3024
9 H -0.489 -1.829 1.121  0.2742
10 H -0.778 -2.879 -0.137  0.2464
11 C 1.898 0.943 0.235  -0.6516
12 N 2.499 -0.342 -0.077  -0.6324
13 H 2.683 1.631 0.549  0.3486
14 H 1.135 0.911 1.026  0.1915
15 H 1.438 1.337 -0.671  0.2394
16 H 2.937 -0.730 0.753  0.2221
17 H 1.783 -0.998 -0.372  0.3082

Properties
- SMILES = CC(=O)ON.CN
- net charge = 0
- relative energy (zero: lowest compared OMol25 entry of this formula, charge and spin) (eV) = 2.473
- HOMO level (eV) = -8.8884
- frontier orbital gap (eV) = 9.70
- E_LUMO (Ha) = 0.0300


3.
Computed, not measured: a cluster of 3 separate species, C30H75ClN12O4P3 in total at a distorted geometry, with wB97M-V/def2-TZVPD.

Last column: Mulliken charge in e.
Element x y z (Å)
1 C -5.636 0.797 5.289  -0.5226
2 C -5.940 1.452 3.796  -0.3080
3 C -5.845 0.329 2.570  -0.8241
4 C -4.253 0.014 2.342  0.4348
5 C -3.549 0.818 1.099  -0.4151
6 C -2.679 2.158 1.597  -0.1694
7 C -1.105 1.835 1.897  -0.2531
8 C -0.321 2.890 2.864  -0.3616
9 C -1.186 3.493 4.118  -1.0578
10 C -1.803 2.391 5.149  1.2177
11 C -0.774 1.718 6.227  -0.6274
12 N 0.607 1.424 5.796  0.2399
13 C 1.393 0.241 5.310  0.1600
14 N 0.920 -1.035 5.180  0.3349
15 C 1.955 -2.056 4.661  -0.4249
16 Cl 3.414 -2.262 5.845  -0.1522
17 C 2.451 -1.714 3.102  -0.0892
18 C 2.280 -2.984 2.076  -0.9985
19 P -0.676 -1.679 5.585  0.4907
20 N -1.888 -0.930 4.798  -0.1812
21 O -0.930 -3.384 5.194  -0.5321
22 O -0.811 -1.612 7.342  -0.5373
23 N 2.798 0.814 5.021  -0.3990
24 C 2.944 2.278 5.348  0.0439
25 N 1.499 2.514 5.842  0.7573
26 N 1.355 3.820 6.256  -0.8794
27 C 1.526 4.012 7.743  -0.2983
28 C 3.064 3.936 8.298  -0.8245
29 H -5.981 -0.317 5.393  0.2743
30 H -6.137 1.494 6.088  0.2960
31 H -4.453 0.826 5.411  -0.0986
32 H -6.981 2.000 3.823  0.3499
33 H -5.127 2.278 3.634  0.0946
34 H -6.382 0.708 1.593  0.3268
35 H -6.475 -0.601 2.951  0.2973
36 H -4.126 -1.166 2.222  0.2924
37 H -3.699 0.303 3.331  -0.5758
38 H -2.755 0.079 0.619  0.0090
39 H -4.300 1.092 0.242  0.2890
40 H -2.744 2.937 0.692  0.3536
41 H -3.292 2.584 2.498  -0.2090
42 H -0.961 0.710 2.264  -0.1104
43 H -0.550 1.874 0.841  0.4169
44 H 0.705 2.387 3.176  -0.0203
45 H -0.010 3.822 2.185  0.3715
46 H -0.617 4.401 4.646  0.3649
47 H -2.130 4.032 3.619  0.4579
48 H -2.433 1.631 4.510  -1.0605
49 H -2.613 2.977 5.805  0.4217
50 H -1.391 0.823 6.716  0.1446
51 H -0.723 2.500 7.132  0.2750
52 H 1.535 -3.145 4.578  0.5086
53 H 1.886 -0.743 2.732  0.0808
54 H 3.610 -1.454 3.216  0.3211
55 H 2.797 -3.971 2.431  0.3117
56 H 1.148 -3.109 1.795  0.2702
57 H 2.835 -2.671 1.068  0.2793
58 H -1.369 -0.233 4.183  -0.1851
59 H -1.399 -3.407 4.308  0.3491
60 H -0.383 -2.443 7.756  0.3585
61 H 3.833 3.034 5.272  0.2959
62 H 2.154 4.358 5.804  0.3129
63 H 0.898 3.233 8.394  0.2100
64 H 1.103 5.083 8.058  0.3767
65 H 3.879 3.843 7.463  0.1782
66 H 3.189 2.974 8.990  0.2439
67 H 3.328 4.856 8.969  0.3129
68 O -3.001 -0.263 -2.051  -0.6755
69 P -3.231 -1.049 -3.365  0.6782
70 N -2.226 -2.319 -2.796  0.1729
71 C -1.217 -3.082 -3.509  -0.6439
72 C -2.774 -3.098 -1.682  -0.8893
73 N -2.258 0.043 -4.282  0.1998
74 C -1.041 -0.306 -4.997  -1.5300
75 C -2.118 1.416 -3.786  -0.9784
76 N -3.495 -1.953 -4.876  -0.1600
77 C -4.222 -1.146 -5.889  -1.0633
78 C -4.333 -3.160 -4.706  -1.0575
79 H -1.626 -3.703 -4.311  0.2893
80 H -0.671 -3.759 -2.839  0.3887
81 H -0.435 -2.452 -3.924  0.0753
82 H -3.546 -3.795 -2.018  0.2564
83 H -3.228 -2.448 -0.927  0.1337
84 H -2.003 -3.671 -1.158  0.3664
85 H -0.185 -0.386 -4.320  0.4525
86 H -0.797 0.459 -5.745  0.5101
87 H -1.144 -1.229 -5.573  0.4663
88 H -1.395 1.473 -2.965  0.3038
89 H -3.083 1.805 -3.433  0.3071
90 H -1.792 2.102 -4.576  0.2813
91 H -5.194 -0.816 -5.505  0.3696
92 H -4.383 -1.725 -6.807  0.4027
93 H -3.668 -0.258 -6.204  0.3043
94 H -5.267 -2.924 -4.184  0.3694
95 H -3.821 -3.946 -4.151  0.2706
96 H -4.579 -3.614 -5.673  0.3900
97 O 2.596 -0.678 -4.859  -0.7013
98 P 3.880 -0.215 -5.590  0.7975
99 N 3.359 -0.999 -7.026  0.1616
100 C 4.127 -1.794 -7.968  -0.8023
101 C 2.200 -0.391 -7.685  -0.7479
102 N 4.876 -1.311 -4.703  0.2355
103 C 5.665 -2.389 -5.278  -1.2338
104 C 4.410 -1.741 -3.381  -1.0369
105 N 5.355 0.318 -6.431  -0.1567
106 C 6.330 0.947 -5.504  -1.0505
107 C 5.112 1.354 -7.458  -1.0788
108 H 4.890 -1.223 -8.501  0.3118
109 H 3.485 -2.248 -8.734  0.3806
110 H 4.603 -2.651 -7.497  0.1823
111 H 2.474 0.519 -8.224  0.2456
112 H 1.427 -0.121 -6.960  -0.0334
113 H 1.720 -1.075 -8.393  0.4243
114 H 5.045 -3.259 -5.517  0.3105
115 H 6.439 -2.721 -4.575  0.4137
116 H 6.218 -2.075 -6.166  0.3834
117 H 3.641 -2.516 -3.460  0.3023
118 H 4.000 -0.893 -2.815  0.2936
119 H 5.231 -2.135 -2.771  0.2949
120 H 5.887 1.810 -4.995  0.3625
121 H 7.226 1.277 -6.043  0.3992
122 H 6.694 0.258 -4.737  0.3018
123 H 4.532 2.189 -7.048  0.3740
124 H 4.581 0.963 -8.325  0.2761
125 H 6.054 1.747 -7.859  0.3904

Properties
- net charge = +1
- HOMO level (eV) = -9.2773
- frontier orbital gap (eV) = 5.52
- E_LUMO (Ha) = -0.1380


4.
Computed, not measured: a cluster of 2 separate species, C14H23N2O in total at a distorted geometry, with wB97M-V/def2-TZVPD.

Last column: Mulliken charge in e.
Element x y z (Å)
1 C 3.038 -0.868 2.976  -0.0571
2 C 3.455 -0.052 2.194  -0.3823
3 C 3.617 0.943 1.097  -0.5286
4 C 3.775 2.388 1.614  -0.5802
5 C 2.508 2.994 2.326  -1.0711
6 C 1.222 2.248 2.000  0.4058
7 C 0.659 1.435 3.005  -0.1457
8 C -0.507 0.711 2.699  -0.7147
9 C -1.050 0.812 1.434  -0.2563
10 N -0.496 1.622 0.509  0.0734
11 C 0.622 2.332 0.754  -0.2888
12 H 2.593 -1.379 3.809  0.4269
13 H 4.560 0.676 0.590  0.3723
14 H 2.836 0.826 0.335  0.2391
15 H 4.623 2.407 2.306  0.3344
16 H 3.992 3.030 0.747  0.3186
17 H 2.677 2.973 3.411  0.3677
18 H 2.432 4.062 2.072  0.3973
19 H 1.135 1.384 3.982  0.4850
20 H -0.948 0.070 3.458  0.4218
21 H -1.940 0.224 1.212  0.4410
22 H -0.910 1.711 -0.417  0.3240
23 H 1.044 2.968 -0.020  0.4864
24 C -2.187 -1.305 -3.980  -1.5068
25 C -1.627 -1.062 -2.583  0.5254
26 C -1.419 -2.347 -1.764  -0.6653
27 O -2.605 -2.897 -1.230  -0.3896
28 C -3.347 -3.716 -2.124  -0.6620
29 N -2.499 -0.110 -1.881  -0.6344
30 H -3.251 -1.538 -3.965  0.2920
31 H -2.066 -0.412 -4.595  0.3834
32 H -1.663 -2.123 -4.476  0.3593
33 H -0.643 -0.598 -2.705  0.3646
34 H -0.800 -2.094 -0.895  0.2976
35 H -0.864 -3.099 -2.336  0.4575
36 H -2.694 -4.276 -2.797  0.3126
37 H -4.057 -3.119 -2.699  0.2414
38 H -3.919 -4.425 -1.526  0.2610
39 H -2.074 0.137 -0.995  -0.0441
40 H -3.347 -0.610 -1.622  0.3387

Properties
- net charge = +1
- relative energy (zero: lowest compared OMol25 entry of this formula, charge and spin) (eV) = 2.393
- HOMO level (eV) = -12.0327
- frontier orbital gap (eV) = 7.61
- E_LUMO (Ha) = -0.1625